Entry 1:
Here is a cluster of 2 separate species, C6H10NO in total from OMol25. Energies are from wB97M-V/def2-TZVPD.

lowest unoccupied orbital energy (spin up / spin down) = -4.471 / -5.991 eV
ΔE to the lowest compared entry with this formula, charge and spin = 215.29 kcal/mol

```
! RIJCOSX wB97M-V def2-TZVPD def2/J DEFGRID3
* xyz 1 1
C -0.84 -1.43 -2.25
C -1.57 -0.68 -1.33
C 0.15 -0.97 -1.42
C 0.94 0.58 0.58
C -0.97 0.14 1.99
C -0.51 0.33 0.62
N -0.63 -0.89 -0.19
O 1.99 1.17 -1.20
H -1.09 -1.68 -3.29
H 1.50 -0.30 0.78
H 1.90 1.71 -2.11
H 1.45 1.43 1.07
H -0.39 -0.59 2.61
H -1.98 -0.31 2.02
H -0.73 0.98 2.67
H -1.28 1.13 0.20
H -0.82 -1.80 0.26
H 2.88 1.18 -1.00
*
```

Entry 2:
Here is a structure of composition C16H15CuF4N5 from OMol25. Energies are from wB97M-V/def2-TZVPD.

lowest unoccupied orbital energy = 2.794 eV

```
! RIJCOSX wB97M-V def2-TZVPD def2/J DEFGRID3
* xyz -1 1
Cu -0.47 1.08 -0.40
C 1.34 -3.18 -0.23
C 0.97 -1.71 0.04
N 0.06 -1.10 -0.93
C 0.54 -1.19 -2.31
C 1.89 -0.51 -2.51
C -1.32 -1.55 -0.79
C -1.92 -1.18 0.58
N -1.35 0.07 1.05
C -1.38 0.38 2.35
C -0.55 1.42 2.85
F 0.25 2.06 1.98
C -0.50 1.78 4.17
F 0.34 2.76 4.54
C -1.27 1.16 5.14
C -2.11 0.15 4.69
F -2.91 -0.47 5.57
C -2.17 -0.23 3.37
F -3.10 -1.17 3.05
H 1.81 -3.60 0.65
H 2.03 -3.27 -1.07
H 0.45 -3.77 -0.45
H 1.88 -1.11 0.07
H 0.51 -1.63 1.02
H -0.20 -0.69 -2.94
H 0.60 -2.24 -2.64
H 1.88 0.47 -2.03
H 2.07 -0.36 -3.58
H 2.71 -1.09 -2.10
H -1.42 -2.64 -0.94
H -1.89 -1.07 -1.58
H -1.75 -1.99 1.29
H -3.01 -1.10 0.45
H -1.23 1.44 6.18
N -0.17 2.37 -1.70
C 0.51 2.86 -2.51
C 1.30 3.44 -3.48
C 1.75 4.77 -3.37
N 2.14 5.86 -3.31
C 1.69 2.69 -4.61
N 2.00 2.08 -5.54
*
```

Entry 3:
Here is a structure of composition C41H37AsN7O10S3SbTa from OMol25. Energies are from wB97M-V/def2-TZVPD.

lowest unoccupied orbital energy = -3.175 eV
ΔE to the lowest compared entry with this formula, charge and spin = 0.00 kcal/mol

```
! RIJCOSX wB97M-V def2-TZVPD def2/J DEFGRID3
* xyz 1 1
Ta -1.01 0.43 0.28
C -2.96 -1.04 -5.77
C -3.36 -0.43 -4.49
N -4.06 0.66 -4.34
N -4.12 0.83 -2.99
C -3.44 -0.07 -2.32
S -3.33 -0.35 -0.62
N -2.97 -0.91 -3.27
N -2.08 -1.97 -3.10
H -3.51 -0.58 -6.58
H -3.14 -2.11 -5.76
H -1.89 -0.87 -5.93
H -4.52 1.69 -2.63
H -2.25 -2.36 -2.18
H -1.16 -1.54 -3.11
O 2.02 0.30 -3.03
As 0.40 0.94 -2.75
O -0.59 0.28 -3.84
O 0.15 0.13 -1.19
C 0.77 2.81 -2.75
C 2.03 3.19 -3.20
C 2.32 4.54 -3.38
C 1.36 5.50 -3.11
C 0.11 5.12 -2.65
C -0.19 3.78 -2.47
S -1.78 3.40 -1.78
O -2.80 3.73 -2.73
O -1.81 4.11 -0.51
O -1.71 1.91 -1.57
H 1.96 -0.23 -3.84
H 2.77 2.44 -3.43
H 3.30 4.83 -3.73
H 1.59 6.55 -3.25
H -0.64 5.87 -2.42
N -5.74 -1.35 6.33
C -5.06 -1.13 5.42
C -4.22 -0.84 4.29
C -4.57 0.13 3.37
C -3.72 0.37 2.31
N -2.57 -0.30 2.12
C -2.25 -1.24 3.01
C -3.03 -1.54 4.11
H -5.49 0.69 3.47
H -3.97 1.13 1.58
H -1.34 -1.78 2.83
H -2.72 -2.31 4.81
C 0.34 0.15 1.99
H 0.38 -0.84 2.45
H 0.05 0.88 2.76
H 1.34 0.42 1.65
S -0.96 -2.28 0.20
Sb 1.21 -3.03 0.26
C 1.66 -3.77 -1.64
C 2.98 -3.76 -2.09
C 3.29 -4.24 -3.36
C 2.27 -4.72 -4.17
C 0.95 -4.73 -3.73
C 0.65 -4.25 -2.47
C 2.75 -1.71 0.76
C 3.37 -1.83 2.01
C 4.37 -0.94 2.37
C 4.75 0.06 1.48
C 4.16 0.16 0.23
C 3.16 -0.73 -0.13
C 1.37 -4.59 1.63
C 2.17 -5.68 1.32
C 2.32 -6.71 2.25
C 1.68 -6.63 3.47
C 0.88 -5.54 3.78
C 0.72 -4.51 2.86
H 3.78 -3.38 -1.46
H 4.31 -4.24 -3.71
H 2.51 -5.10 -5.16
H 0.17 -5.10 -4.37
H -0.38 -4.24 -2.12
H 3.07 -2.61 2.70
H 4.85 -1.02 3.33
H 5.53 0.76 1.77
H 4.47 0.93 -0.46
H 2.70 -0.64 -1.11
H 2.67 -5.75 0.36
H 2.94 -7.56 2.01
H 1.80 -7.43 4.19
H 0.38 -5.49 4.74
H 0.09 -3.67 3.09
O -1.85 2.01 1.25
C -0.82 2.78 1.11
O 0.10 2.25 0.41
C -0.60 3.97 1.93
C 0.53 4.74 1.67
C 0.78 5.87 2.44
C -0.12 6.17 3.44
C -1.25 5.42 3.71
C -1.49 4.31 2.93
N 0.13 7.38 4.27
O 1.13 8.03 4.02
O -0.66 7.63 5.15
H 1.20 4.46 0.87
H 1.64 6.50 2.27
H -1.92 5.72 4.51
H -2.37 3.70 3.10
*
```

Entry 4:
Here is a cluster of 2 separate species, C7H12N2O in total from OMol25. Energies are from wB97M-V/def2-TZVPD.

lowest unoccupied orbital energy (spin up / spin down) = -0.305 / 0.448 eV
ΔE to the lowest compared entry with this formula, charge and spin = 131.68 kcal/mol

```
! RIJCOSX wB97M-V def2-TZVPD def2/J DEFGRID3
* xyz 0 1
C -1.12 1.10 0.76
C 0.94 1.10 0.31
C -0.70 -2.18 0.61
C -0.28 1.56 -0.34
C 0.31 -2.52 -1.48
C 2.21 1.82 -0.01
N 0.35 -2.13 -0.09
O -0.89 1.37 2.10
C -2.40 0.62 0.43
N -3.47 0.36 0.05
H -1.71 1.37 2.61
H 1.13 0.17 0.82
H -1.63 -2.65 0.27
H -0.69 -1.69 1.58
H -0.41 0.89 -1.21
H -0.37 2.62 -0.60
H -0.65 -2.97 -1.77
H 1.12 -3.22 -1.66
H 0.51 -1.63 -2.09
H 2.84 2.04 0.86
H 1.99 2.75 -0.54
H 2.90 1.21 -0.60
*
```

Entry 5:
Here is the molecule C4H6ClNS from OMol25. Energies are from wB97M-V/def2-TZVPD.

SMILES = CN(C=S)/C=C\Cl
lowest unoccupied orbital energy = 0.187 eV
ΔE to the lowest compared entry with this formula, charge and spin = 51.73 kcal/mol

```
! RIJCOSX wB97M-V def2-TZVPD def2/J DEFGRID3
* xyz 0 1
C 0.34 1.91 0.37
C -1.64 0.65 -0.40
C 0.13 -0.49 0.77
C 1.35 -1.01 0.38
H -0.42 2.60 0.66
H 0.89 2.24 -0.46
H 0.97 1.49 1.23
H -1.92 1.53 -1.27
H -0.46 -1.14 1.39
H 1.71 -2.03 0.79
N -0.36 0.67 0.12
S -2.69 -0.68 -0.16
Cl 2.57 -0.29 -0.43
*
```

Entry 6:
Here is a cluster of 9 separate species, C24H38N10O14 in total from OMol25. Energies are from wB97M-V/def2-TZVPD.

lowest unoccupied orbital energy = 3.933 eV
ΔE to the lowest compared entry with this formula, charge and spin = 0.00 kcal/mol

```
! RIJCOSX wB97M-V def2-TZVPD def2/J DEFGRID3
* xyz -2 1
C -0.33 0.95 0.43
O 0.12 1.56 1.46
O -1.38 1.38 -0.17
O 0.28 -0.04 -0.11
C -3.72 0.45 -2.19
C -4.29 -0.26 -3.26
C -5.59 0.10 -3.63
C -6.35 0.99 -2.88
C -5.78 1.65 -1.79
C -4.48 1.38 -1.44
O -3.92 2.11 -0.45
O -6.09 -0.49 -4.75
H -2.66 0.35 -1.99
H -3.75 -1.01 -3.82
H -7.39 1.16 -3.14
H -6.30 2.34 -1.14
H -2.98 1.88 -0.33
H -6.95 -0.07 -4.87
C 2.29 -3.57 -3.05
C 3.52 -4.13 -2.80
C 4.13 -4.07 -1.54
C 3.39 -3.58 -0.49
C 2.17 -2.91 -0.70
C 1.69 -2.87 -2.00
O 0.46 -2.26 -2.14
O 5.20 -4.91 -1.39
H 1.77 -3.52 -4.00
H 4.02 -4.71 -3.56
H 3.90 -3.48 0.46
H 1.58 -2.59 0.14
H 0.22 -1.67 -1.42
H 5.73 -4.96 -0.59
C -0.03 -4.72 1.27
C -0.81 -3.87 0.43
C -1.33 -2.69 0.93
C -1.10 -2.33 2.26
C -0.49 -3.18 3.15
C 0.06 -4.37 2.61
O 0.80 -5.16 3.47
O -2.06 -1.85 0.13
H 0.51 -5.57 0.87
H -0.87 -4.10 -0.63
H -1.38 -1.36 2.67
H -0.25 -2.95 4.18
H 1.16 -4.65 4.20
H -1.59 -1.00 0.18
C 3.07 -0.76 2.92
O 3.97 -1.44 3.41
N 2.10 -1.26 2.12
N 2.68 0.39 3.48
H 1.73 -0.71 1.35
H 2.44 -2.19 1.91
H 3.13 0.92 4.20
H 1.92 0.74 2.89
C -1.60 2.85 4.26
O -2.25 3.39 5.16
N -0.87 3.51 3.32
N -1.66 1.53 3.97
H -0.74 4.50 3.44
H -0.24 2.95 2.78
H -1.08 1.26 3.18
H -2.23 0.85 4.43
C 3.40 0.74 -1.35
O 4.54 0.81 -1.83
N 2.47 -0.01 -1.94
N 2.98 1.35 -0.24
H 2.67 -0.45 -2.82
H 1.57 -0.18 -1.48
H 3.66 1.79 0.35
H 2.03 1.25 0.09
C -0.62 3.27 -3.01
O -0.33 3.80 -4.09
N -1.57 3.81 -2.21
N -0.13 2.11 -2.54
H -2.01 4.70 -2.29
H -1.72 3.23 -1.40
H -0.52 1.79 -1.66
H 0.61 1.69 -3.08
C 1.69 5.11 1.01
O 2.33 6.15 0.97
N 1.85 4.19 1.99
N 0.79 4.62 0.14
H 2.67 4.25 2.57
H 1.32 3.34 1.88
H 0.56 4.93 -0.79
H 0.27 3.78 0.35
*
```

Entry 7:
Here is the ion C8H12BrN4S with charge +1 from OMol25. Energies are from wB97M-V/def2-TZVPD.

SMILES = [H]/N=C1\N[N@H+](C)[C@](C)(c2cc(Br)cs2)N1
lowest unoccupied orbital energy = -3.188 eV
ΔE to the lowest compared entry with this formula, charge and spin = 50.66 kcal/mol

```
! RIJCOSX wB97M-V def2-TZVPD def2/J DEFGRID3
* xyz 1 1
C 1.37 -1.68 0.71
C 3.42 -0.74 0.40
C 2.71 -1.78 0.97
C 1.03 -0.57 -0.10
C -1.30 1.86 -1.07
C -0.33 -0.25 -0.65
C -0.94 -1.34 -1.45
C -0.75 0.82 1.68
N -1.30 3.06 -1.32
N -0.32 0.98 -1.44
N -2.18 1.11 -0.20
N -1.39 0.20 0.47
S 2.47 0.34 -0.41
Br 3.63 -3.17 1.87
H 0.61 -2.44 1.02
H 4.42 -0.41 0.63
H -1.94 -0.79 -1.70
H -1.16 -2.26 -0.86
H -0.33 -1.41 -2.44
H 0.00 1.65 1.29
H -1.53 0.87 2.49
H -0.11 0.04 2.04
H -2.09 3.65 -1.05
H 0.56 1.25 -1.91
H -2.74 1.76 0.36
H -1.80 -0.76 0.66
*
```

Entry 8:
Here is a structure of composition C4H8CaF8N4O19S8 from OMol25. Energies are from wB97M-V/def2-TZVPD.

lowest unoccupied orbital energy = 3.979 eV
ΔE to the lowest compared entry with this formula, charge and spin = 4.95 kcal/mol

```
! RIJCOSX wB97M-V def2-TZVPD def2/J DEFGRID3
* xyz -2 1
Ca 0.18 0.15 0.27
N 0.71 -1.43 -1.21
S 0.12 -2.50 -2.14
O -0.08 -3.76 -1.48
O 0.42 -2.50 -3.55
F -1.38 -1.90 -2.15
S 2.42 -1.88 -1.48
O 3.25 -0.77 -1.79
O 2.74 -3.18 -1.97
F 2.67 -2.01 0.08
N 0.07 1.99 -0.99
S 1.04 2.34 -2.33
O 2.42 2.04 -2.11
O 0.79 3.56 -3.04
F 0.40 1.26 -3.34
S -0.72 3.33 -0.84
O -1.70 3.52 -1.87
O -0.06 4.49 -0.31
F -1.56 2.75 0.43
N 0.08 -0.34 2.48
S 0.00 -1.92 3.18
O -1.23 -2.63 3.13
O 0.99 -2.20 4.17
F 0.71 -2.50 1.85
S -0.39 0.31 3.76
O 0.51 0.54 4.85
O -1.79 0.25 4.13
F -0.36 1.81 3.14
N 4.96 0.98 2.18
S 3.42 0.30 2.28
O 3.32 -0.79 3.19
O 2.67 0.37 1.04
F 2.74 1.51 3.07
S 5.57 -0.03 1.19
O 5.43 0.31 -0.21
O 5.59 -1.45 1.51
F 7.13 0.23 1.57
C -3.28 0.01 -3.77
C -3.27 0.94 -2.56
O -3.79 0.22 -1.46
C -3.22 -0.03 -0.30
O -2.07 0.12 0.00
O -4.14 -0.58 0.45
C -3.90 -0.77 1.86
H -4.23 -0.47 -4.04
H -2.57 -0.81 -3.70
H -2.95 0.61 -4.63
H -3.80 1.88 -2.72
H -2.21 1.20 -2.44
H -2.94 -0.37 2.17
H -3.95 -1.84 2.06
H -4.75 -0.35 2.39
*
```

Entry 9:
Here is a structure of composition C6H17BIO7P2Tl from OMol25. Energies are from wB97M-V/def2-TZVPD.

lowest unoccupied orbital energy = -10.018 eV

```
! RIJCOSX wB97M-V def2-TZVPD def2/J DEFGRID3
* xyz 2 1
C -3.29 1.17 2.08
C -3.40 -0.31 1.85
O -2.13 -0.95 2.16
C -1.95 -2.15 1.54
O -2.68 -3.08 1.69
C -0.74 -2.25 0.62
C 0.38 -1.23 0.86
C 0.04 0.22 0.59
P 0.84 1.12 -0.93
O 1.17 2.64 -0.45
O 2.35 0.60 -0.53
B 3.40 1.55 -0.65
O 4.21 1.85 0.38
O 3.56 2.07 -1.92
P 0.62 -0.90 -2.31
O -0.19 -0.56 -3.60
I 2.86 -1.58 -3.10
H -2.41 1.58 1.59
H -3.22 1.41 3.14
H -4.17 1.66 1.67
H -3.67 -0.52 0.82
H -4.19 -0.75 2.46
H -0.33 -3.24 0.82
H -1.10 -2.26 -0.41
H 1.31 -1.53 0.37
H 0.60 -1.30 1.93
H -1.03 0.39 0.52
H 0.45 0.87 1.37
H 1.25 1.26 -2.35
H -0.48 1.53 -1.38
H 0.41 3.11 -0.09
H 4.50 1.09 0.89
H 3.38 3.02 -2.00
H 0.23 -0.10 -4.35
Tl 3.42 -4.44 -3.28
*
```

Entry 10:
Here is the molecule C14H18N4O4S from OMol25. Energies are from wB97M-V/def2-TZVPD.

SMILES = CCCCCC(=O)NNC(=S)NC(=O)c1ccc([N+](=O)[O-])cc1
lowest unoccupied orbital energy = -1.120 eV
ΔE to the lowest compared entry with this formula, charge and spin = 45.76 kcal/mol

```
! RIJCOSX wB97M-V def2-TZVPD def2/J DEFGRID3
* xyz 0 1
C 4.06 -2.19 0.87
C 3.53 -2.85 2.14
C 2.02 -2.72 2.34
C 1.54 -1.28 2.57
H 0.69 -1.29 3.26
H 2.33 -0.70 3.04
C 1.08 -0.55 1.30
C -0.20 -1.16 0.79
O -1.30 -0.94 1.24
N -0.01 -2.07 -0.23
N -1.09 -2.64 -0.89
C -2.22 -1.99 -1.24
S -3.61 -2.83 -1.51
N -2.22 -0.62 -1.41
C -1.18 0.23 -1.68
O -0.06 -0.14 -1.97
C -1.56 1.67 -1.60
C -2.43 2.13 -0.61
C -2.73 3.47 -0.53
C -2.16 4.35 -1.45
C -1.29 3.91 -2.44
C -0.98 2.56 -2.50
H -0.30 2.19 -3.24
H -0.86 4.62 -3.12
N -2.49 5.76 -1.38
O -1.98 6.49 -2.19
O -3.24 6.11 -0.50
H -3.39 3.86 0.23
H -2.83 1.44 0.12
H -3.16 -0.23 -1.41
H -1.23 -3.63 -0.72
H 0.83 -1.97 -0.79
H 1.85 -0.57 0.53
H 0.86 0.49 1.56
H 1.76 -3.32 3.21
H 1.50 -3.15 1.48
H 3.78 -3.91 2.11
H 4.05 -2.42 3.00
H 3.53 -2.57 -0.01
H 3.96 -1.11 0.91
H 5.12 -2.43 0.74
*
```

Entry 11:
Here is a structure of composition C4H8N4 from OMol25. Energies are from wB97M-V/def2-TZVPD.

lowest unoccupied orbital energy = 0.735 eV
ΔE to the lowest compared entry with this formula, charge and spin = 148.74 kcal/mol

```
! RIJCOSX wB97M-V def2-TZVPD def2/J DEFGRID3
* xyz 0 1
C 0.22 -0.53 0.07
C 0.37 -0.50 1.58
C -0.85 -0.06 0.89
C 0.66 0.69 -0.66
H -0.83 -1.74 -1.22
H 1.10 -1.89 -1.13
H 0.97 0.07 2.27
H -0.09 -1.51 2.04
H -1.70 -0.60 1.15
H -2.07 0.87 -0.35
H 0.15 2.85 -0.84
H 2.14 0.12 -1.74
N 0.00 -1.82 -0.53
N -1.33 1.36 0.28
N -0.27 1.72 -0.43
N 1.54 0.95 -1.38
*
```

Number 1: DFT total energy -9905.05747 eV, strongest force on any atom 5.23 eV/A. Number 2: DFT total energy -79796.60416 eV, strongest force on any atom 0.69 eV/A. Number 3: DFT total energy -175451.77425 eV, strongest force on any atom 1.11 eV/A. Number 4: DFT total energy -12475.84965 eV, strongest force on any atom 4.57 eV/A. Number 5: DFT total energy -29090.49969 eV, strongest force on any atom 5.15 eV/A. Number 6: DFT total energy -69079.27773 eV, strongest force on any atom 3.50 eV/A. Number 7: DFT total energy -95319.68967 eV, strongest force on any atom 3.48 eV/A. Number 8: DFT total energy -176003.39399 eV, strongest force on any atom 10.15 eV/A. Number 9: DFT total energy -52863.65467 eV, strongest force on any atom 3.74 eV/A. Number 10: DFT total energy -39793.48962 eV, strongest force on any atom 1.31 eV/A. Number 11: DFT total energy -10231.79193 eV, strongest force on any atom 12.15 eV/A.